Entry 1:
Formula: C4H12NOS
Source: the OMol25 dataset
Level of theory: the ωB97M-V functional and the def2-TZVPD basis

XYZ file:
```
19
Properties=species:S:1:pos:R:3
S 2.00 -0.98 0.66
O -0.63 0.98 -0.08
N -2.40 -0.66 0.06
C 1.98 0.39 -1.69
C 2.28 0.59 -0.20
C -1.95 -1.09 1.38
C -1.96 0.78 -0.14
H -2.36 1.01 -1.15
H 2.58 -0.45 -2.08
H 3.28 0.97 0.00
H -1.81 -1.17 -0.60
H 0.93 0.10 -1.72
H -2.08 -2.18 1.50
H 2.14 1.28 -2.28
H -0.92 -0.80 1.61
H 1.50 1.25 0.17
H 2.62 -0.69 1.80
H -2.59 1.33 0.60
H -2.59 -0.64 2.16
```

The energy relative to the best compared isomer or geometry (same formula, charge and spin) is 41.2 kcal per mole. Its lowest unoccupied orbital energy is 0.124 hartree. The frontier orbital gap comes out at 6.13 eV. The charge is -1. The value obtained for the HOMO energy is -2.76 eV. For the electronic energy, the calculation gives -18714.967 eV.

---

Entry 2:
Formula: C7H9O5S
Source: the OMol25 dataset
Level of theory: the ωB97M-V functional and the def2-TZVPD basis

XYZ file:
```
22
Properties=species:S:1:pos:R:3
S 2.40 -0.42 -1.18
O 1.12 0.45 1.85
O -0.31 -1.35 -1.07
O 2.51 0.76 -0.02
O 3.57 -1.31 -1.16
O 2.23 0.31 -2.41
C 0.80 -2.17 0.52
C -1.16 1.18 0.34
C -0.35 -2.58 -0.36
C 0.54 2.74 -0.61
C 0.77 -0.94 -0.35
C 1.22 0.77 0.66
C 0.22 1.63 0.05
H 1.52 3.06 -0.92
H 0.53 -1.73 1.51
H -1.72 2.10 0.30
H -1.29 -2.58 0.17
H 1.62 -2.75 0.57
H -1.36 0.56 1.32
H -1.46 0.42 -0.45
H -0.30 3.48 -1.08
H -0.26 -3.58 -1.02
```

The energy relative to the best compared isomer or geometry (same formula, charge and spin) is 79.5 kcal per mole. Its lowest unoccupied orbital energy is 0.127 hartree. The frontier orbital gap comes out at 7.03 eV. The charge is -1. The value obtained for the HOMO energy is -3.59 eV. For the electronic energy, the calculation gives -28474.623 eV.

---

Entry 3:
Formula: C41H32ClNOP2SSr
Source: the OMol25 dataset
Level of theory: the ωB97M-V functional and the def2-TZVPD basis

XYZ file:
```
80
Properties=species:S:1:pos:R:3
Sr -0.20 -0.78 -1.01
Cl -5.30 -2.62 1.86
S -0.09 0.11 2.32
P 0.07 2.81 -0.10
P 2.46 -0.31 0.11
O 0.11 -0.81 1.13
N -3.16 -0.85 -0.95
C -1.44 1.19 1.78
C -2.71 2.62 0.36
C -0.96 6.59 0.99
C -0.84 1.28 -3.88
C 5.17 0.53 -2.84
C 1.33 1.19 2.26
C 3.62 -2.98 3.00
C -1.47 7.17 -0.17
C 2.68 -3.04 0.39
C -0.50 5.29 0.97
C 3.01 -4.22 1.03
C -2.58 0.93 2.53
C 1.18 2.69 -2.60
C 3.99 0.31 -2.14
C 2.28 3.20 3.17
C 0.30 1.65 -4.58
C 5.25 -0.16 -0.14
C 2.39 1.03 1.37
C -3.85 2.34 1.09
C 1.30 2.38 -3.94
C -3.56 -1.58 0.09
C 3.31 3.10 2.24
C -5.85 -1.00 -0.24
C -1.51 6.43 -1.34
C -0.98 1.62 -2.54
C -5.44 -0.25 -1.33
C 2.83 -1.82 1.05
C 1.29 2.23 3.18
C -0.55 4.54 -0.20
C 4.02 -0.02 -0.79
C 3.37 2.02 1.37
C -3.79 1.52 2.19
C -4.88 -1.67 0.49
C -4.10 -0.19 -1.64
C -1.05 5.12 -1.37
C 3.30 -1.79 2.36
C 6.43 0.06 -0.84
C 3.49 -4.19 2.34
C -1.47 2.07 0.68
C 6.39 0.41 -2.19
C 0.04 2.32 -1.87
H 7.38 -0.05 -0.34
H 0.47 2.29 3.89
H -1.09 4.56 -2.29
H 0.40 1.38 -5.63
H 2.34 -3.06 -0.64
H -2.80 -2.15 0.63
H 1.97 3.25 -2.10
H 3.03 0.40 -2.64
H 4.19 1.96 0.67
H -2.76 3.35 -0.44
H -6.17 0.28 -1.94
H 2.24 4.02 3.86
H 2.91 -5.17 0.52
H 3.41 -0.85 2.88
H 2.17 2.71 -4.50
H 7.31 0.58 -2.73
H 3.75 -5.11 2.84
H -6.89 -1.06 0.05
H 5.14 0.79 -3.89
H 4.08 3.86 2.21
H 3.99 -2.96 4.02
H -4.67 1.33 2.80
H -3.76 0.37 -2.50
H -0.92 7.17 1.91
H 5.29 -0.45 0.90
H -1.83 8.18 -0.15
H -2.51 0.28 3.39
H -1.90 6.88 -2.24
H -4.79 2.79 0.80
H -1.65 0.78 -4.40
H -1.92 1.45 -2.02
H -0.09 4.83 1.87
```

The energy relative to the best compared isomer or geometry (same formula, charge and spin) is 0.0 kcal per mole. Its lowest unoccupied orbital energy is -0.202 hartree. The frontier orbital gap comes out at 7.81 eV. The charge is +2. The value obtained for the HOMO energy is -13.30 eV. For the electronic energy, the calculation gives -89333.405 eV.

---

Entry 4:
Formula: C3H4O3S
Source: the OMol25 dataset
Level of theory: the ωB97M-V functional and the def2-TZVPD basis

XYZ file:
```
11
Properties=species:S:1:pos:R:3
S -3.22 -0.22 0.01
O 0.68 0.61 0.17
O -1.56 1.89 -0.05
O -0.37 -1.38 -0.01
C -0.34 -0.19 0.09
C 2.02 0.05 -0.06
C -1.65 0.72 0.09
H 2.01 -1.00 -0.37
H 2.50 0.81 -0.76
H 2.54 0.11 0.88
H -2.61 -1.40 0.01
```

The energy relative to the best compared isomer or geometry (same formula, charge and spin) is 32.2 kcal per mole. Its lowest unoccupied orbital energy is 0.007 hartree. The frontier orbital gap comes out at 10.22 eV. The charge is 0. The value obtained for the HOMO energy is -10.03 eV. For the electronic energy, the calculation gives -20152.979 eV.

---

Entry 5:
Formula: C4H6N2
Source: the OMol25 dataset
Level of theory: the ωB97M-V functional and the def2-TZVPD basis

XYZ file:
```
12
Properties=species:S:1:pos:R:3
N 0.53 2.21 0.01
N -1.00 0.53 0.10
C 1.29 -0.10 0.05
C 0.29 0.95 0.05
C 2.14 -0.96 0.03
C -1.42 -0.86 0.01
H -2.50 -0.94 -0.14
H 1.54 2.37 -0.04
H -0.96 -1.41 -0.84
H -1.66 1.30 -0.13
H 2.90 -1.70 -0.03
H -1.16 -1.39 0.92
```

The energy relative to the best compared isomer or geometry (same formula, charge and spin) is 54.5 kcal per mole. Its lowest unoccupied orbital energy is 0.035 hartree. The frontier orbital gap comes out at 9.84 eV. The charge is 0. The value obtained for the HOMO energy is -8.87 eV. For the electronic energy, the calculation gives -7223.228 eV.

---

Entry 6:
Formula: C4H12NS2
Source: the OMol25 dataset
Level of theory: the ωB97M-V functional and the def2-TZVPD basis

XYZ file:
```
19
Properties=species:S:1:pos:R:3
S -4.21 0.90 -0.26
S -3.06 -0.78 0.17
N -0.74 0.27 -1.05
C 1.56 0.87 -0.31
C 0.55 -1.55 0.20
C -0.31 0.56 1.17
C 0.37 -0.03 -0.04
H 0.69 -2.22 -0.69
H 0.12 0.15 2.09
H 1.35 -1.70 0.95
H -1.60 -0.02 -0.52
H -0.40 1.68 1.16
H -0.85 1.22 -1.09
H -0.39 -0.13 -1.95
H -0.29 -2.00 0.67
H -4.83 1.02 0.91
H 1.70 1.21 -1.33
H 2.45 0.27 -0.24
H 1.47 1.77 0.28
```

The energy relative to the best compared isomer or geometry (same formula, charge and spin) is 89.2 kcal per mole. Its lowest unoccupied orbital energy (alpha / beta) is -0.231 / -0.164 hartree. The frontier orbital gap (alpha / beta) comes out at 7.00 / 8.92 eV. The charge is +1. The value obtained for the HOMO energy (alpha / beta) is -13.29 / -13.38 eV. For the electronic energy, the calculation gives -27493.116 eV.